Record 1
C28H52BCl20N2O8 | ωB97M-V/def2-TZVPD

## Properties
Charge   -1
Strongest force on any atom   0.069 Eh/bohr
Calculated total energy   -300364.3606 eV
HOMO energy   -0.1838 Eh

The geometry in XYZ format:
```
111
C28H52BCl20N2O8 ωB97M-V/def2-TZVPD
Cl 6.26194 -0.85663 2.05932
Cl 3.84603 5.55384 5.50153
Cl 5.52082 -5.42333 2.10554
Cl 8.34180 3.10042 -5.57589
Cl -3.64579 1.60113 3.95263
Cl 8.74388 3.66226 -2.73106
Cl -3.89355 5.80309 -3.71597
Cl -4.63126 -6.12318 1.14187
Cl 5.25136 3.91550 1.06575
Cl 6.59796 6.06236 4.65877
Cl -5.93028 -4.23887 2.96836
Cl -1.41894 -3.37434 2.76321
Cl -4.94782 5.62564 -6.44319
Cl -1.21083 -0.69737 4.23404
Cl 3.45719 -6.92594 0.67580
Cl -4.69949 -0.18569 7.76626
Cl -2.34628 2.03644 1.36173
Cl 5.94725 2.08856 -1.09974
Cl -4.13475 -2.26505 5.78050
Cl 4.03944 0.49010 3.41811
O -5.47679 0.81884 0.51307
O -1.29076 2.34484 -4.23558
O 3.12024 0.12493 -0.95249
O -0.19299 4.15230 -3.46325
O 4.36196 0.11732 -2.70805
O 2.01043 -2.10593 -1.96341
O 1.59265 -1.81453 0.20426
O -0.48828 -2.74229 -0.46162
N 1.73402 -4.13090 2.32443
N 3.89235 0.83214 -1.91483
C -1.01951 -0.03226 -4.17144
C 5.11456 -6.93490 1.28325
C -5.69712 1.88015 -0.39841
C -3.04607 2.79323 2.79846
C 7.56066 3.34918 -4.00849
C -0.32361 -1.58904 -1.31349
C -4.59464 -1.41676 0.62981
C -1.10114 3.35581 -3.33163
C 0.54703 0.18020 2.31456
C 0.99579 -4.09124 1.02276
C -1.26606 -0.50102 -0.79357
C -2.75997 -0.71752 -1.06310
C -3.39708 -1.84794 -0.23183
C -0.30192 1.28467 -3.97322
C 6.56914 3.13187 0.18207
C -0.60753 -2.14080 -2.70963
C 4.49823 -0.75700 2.24728
C 1.72883 0.09570 -1.32102
C -5.58937 -0.48978 -0.07102
C -3.49736 5.63614 -5.43095
C -0.16051 -1.29178 -3.90835
C -0.34917 -2.12899 2.08096
C -0.29806 -0.97708 2.75130
C 1.21686 -1.32618 -1.05045
C 4.88908 6.17438 4.21726
C -3.44519 -1.10199 6.91121
C -4.58123 -5.35931 2.73571
C -2.02205 3.43143 -2.14946
B 0.40859 -2.56581 0.67646
H -1.14993 -0.31019 0.26879
H -4.29510 -0.98742 1.58483
H 1.75912 -4.28762 0.26289
H 7.14340 2.52978 0.87723
H 4.05709 -0.51401 1.28879
H 5.22310 -7.75206 1.98656
H 0.50290 1.43494 -4.68896
H -6.40481 2.57549 0.05975
H -2.31614 4.46014 -1.98426
H 4.64231 7.21418 4.03965
H 4.72257 5.59238 3.31845
H 2.52960 -4.75199 2.23489
H -3.87449 3.41904 2.48703
H -6.06204 1.55285 -1.36978
H -2.96551 4.70214 -5.57420
H 0.01260 1.40750 -2.94023
H 5.79071 -7.06681 0.44687
H 4.12784 -1.71422 2.59699
H 1.15749 -4.57053 3.03226
H 2.52345 -2.70079 -1.41292
H 1.17488 0.84841 -0.75546
H -2.87443 6.47206 -5.72443
H -2.84940 -1.63650 7.64106
H -3.65354 -4.80876 2.82864
H -2.68130 -2.34760 0.41431
H -3.74750 -2.62341 -0.91637
H 6.89666 4.20177 -4.08185
H 1.50397 0.10936 2.82979
H -1.65387 -2.41248 -2.83956
H -0.26601 -1.92270 -4.79215
H -1.51333 3.11116 -1.23922
H -1.93694 0.00670 -3.58931
H 0.89769 -1.04019 -3.87354
H 1.67274 0.32690 -2.38024
H -4.76117 2.43935 -0.50154
H -1.33078 -0.04549 -5.21811
H -4.64094 -6.13194 3.49281
H -6.62437 -0.79614 0.09961
H 7.19757 3.89662 -0.25931
H -2.95377 -0.93418 -2.11195
H 0.67077 0.24924 1.24631
H 7.00168 2.45824 -3.74952
H -5.37675 -0.45730 -1.14108
H -2.82547 -0.40621 6.35765
H 0.21830 -4.85905 0.95494
H 0.08188 1.09803 2.67558
H -3.24713 0.24509 -0.88804
H -5.14178 -2.32870 0.88320
H -2.28255 3.39151 3.28215
H -0.99542 0.42904 -1.31780
H -0.05080 -3.07159 -2.75647
H -2.91573 2.81695 -2.23987
```

Atom charges from the Löwdin analysis, given in e for atoms 1 to 5: 0.478, 0.501, 0.511, 0.500, 0.517

=====

Record 2
C28H52BF3N10O2Se2Si2Ta | ωB97M-V/def2-TZVPD

## Properties
Charge   +1
Strongest force on any atom   0.033 Eh/bohr
Calculated total energy   -205703.5754 eV
ΔE to the lowest compared entry with this formula, charge and spin   42.2 kcal per mole
HOMO energy   -0.3659 Eh

The geometry in XYZ format:
```
101
C28H52BF3N10O2Se2Si2Ta ωB97M-V/def2-TZVPD
Ta -0.43202 0.04755 0.01680
Se -1.25065 1.58883 -1.84490
Se -0.42342 2.07037 1.45832
Si 1.85731 -1.16574 -2.29501
Si 2.29511 1.79157 -1.62613
F 5.80683 0.70191 5.61766
F 4.84333 -1.11555 6.30219
F 5.99252 -1.12184 4.46487
O -0.71494 5.15888 1.19934
O -4.71715 3.58236 0.38540
N -1.45846 -1.33034 -1.56065
N -1.59978 -2.21337 2.16737
N -2.92624 -0.15228 0.30202
N -1.30111 -0.89994 2.02004
N 0.49102 -2.99016 1.23562
N -2.74597 -2.75420 -2.93519
N 0.99082 -1.77451 0.88853
N -5.12204 -0.94441 0.47025
N -3.71867 -1.75625 -1.14905
N 1.72165 0.54413 2.84460
C -2.49082 -1.18598 3.90727
C 2.30809 -1.84610 1.15485
C 5.14543 -0.39326 5.21630
C -3.69215 4.55047 0.17528
C -2.43229 3.08818 -1.35459
C 1.45691 -3.78052 1.70028
C 4.05319 1.72740 -0.96671
C 1.63990 -0.34621 3.82774
C 3.69763 -1.20534 -2.61533
C 3.91669 -0.03311 4.42014
C 1.49622 -2.94169 -1.81642
C -2.29891 -2.40665 3.28588
C -1.28300 4.96096 -0.08895
C 2.71032 -0.66604 4.64967
C 1.65049 3.45143 -1.07766
C -3.88202 -0.89136 -0.09448
C 2.87827 1.18182 2.66689
C -2.17145 2.90260 1.15156
C -1.84247 -0.27796 3.08035
C -2.56824 -1.91926 -1.87973
C 4.01037 0.92136 3.41859
C 0.94450 -0.83404 -3.90749
C 2.65244 -3.08713 1.66366
C -2.33775 3.84685 -0.03173
C -4.07260 -3.00428 -3.48815
C 1.47546 0.17645 -0.98331
C 2.34615 1.97073 -3.48598
C -1.62017 -3.34197 -3.64322
B -1.02163 -3.26151 1.18160
H -0.52063 4.71176 -0.82381
H -4.67164 -2.09433 -3.50519
H -2.36614 3.42602 2.08563
H 4.50622 0.73664 -1.03447
H 4.68317 2.41574 -1.53836
H -2.26794 3.77807 -2.18377
H 0.01835 5.77604 1.12346
H -1.27184 -2.70409 -4.45654
H 2.19245 -3.29254 -1.05201
H -4.61145 -3.79081 -2.94933
H 2.86994 1.17371 -4.01031
H 0.49353 -3.14585 -1.44483
H -5.53413 4.04430 0.59392
H 0.68166 -0.84038 3.95102
H -0.76084 -1.51031 -2.27488
H -4.45305 -2.41960 -1.31469
H 3.62916 -3.42542 1.96440
H 1.35065 3.50122 -0.03097
H -3.60435 5.21652 1.04042
H -5.88654 -1.39875 0.00499
H -1.77361 5.88733 -0.41200
H -2.60303 -3.40147 3.56885
H 0.07203 -0.18254 -3.80707
H -2.90664 2.12302 1.04316
H 1.60490 -0.35842 -4.63195
H 1.66261 -3.54629 -2.71500
H 4.09749 2.04329 0.07880
H -3.43339 2.67357 -1.45322
H 4.93885 1.44210 3.22457
H 1.34178 2.05467 -3.90701
H -3.91450 5.15620 -0.71040
H -0.80190 -3.53957 -2.95867
H 2.60284 -1.39552 5.43969
H 4.10668 -0.26940 -2.99397
H -1.26873 -4.37546 1.56683
H 2.87614 2.90403 -3.69898
H 2.89408 1.93276 1.88333
H 1.22601 -4.78086 2.02886
H -3.22530 0.40289 1.09264
H -3.00327 -0.98660 4.83279
H 0.81036 3.74724 -1.70231
H 3.91998 -1.98679 -3.34853
H 2.96914 -1.01355 0.99124
H 2.46042 4.17353 -1.23492
H 2.15804 -0.10196 -0.18412
H 0.62536 -1.77754 -4.35020
H -1.93701 -4.29477 -4.06235
H -1.71995 0.78262 3.20845
H -1.43101 -3.03800 0.08223
H -5.36078 -0.26315 1.16869
H 4.23580 -1.45677 -1.69625
H -3.95669 -3.33537 -4.51626
```

Atom charges from the Löwdin analysis, given in e for atoms 1 to 5: 1.369, 0.684, 0.783, 0.415, 0.379

=====

Record 3
C28H52N4O2 | ωB97M-V/def2-TZVPD

## Properties
Strongest force on any atom   0.075 Eh/bohr
Calculated total energy   -39933.9514 eV
ΔE to the lowest compared entry with this formula, charge and spin   0.0 kcal per mole
HOMO energy   -0.3375 Eh
SMILES string   COCCCCCCCCCCC[C@H]1CNC(=O)C1.CCCC#N.CCCC#N.CCCC#N

The geometry in XYZ format:
```
86
C28H52N4O2 ωB97M-V/def2-TZVPD
O 2.94601 -2.19229 0.86699
O -2.72055 -0.58361 -4.18561
N 0.84260 -0.16043 3.35491
N -4.49286 0.70590 -3.51971
N -0.06005 4.25814 -2.10771
N 0.13095 -6.52067 -0.31668
C 1.09452 -0.51844 4.40674
C -0.72652 2.50631 -5.01076
C 0.01930 4.03129 -3.22087
C 1.67251 -2.50701 1.36760
C 2.65764 -6.96788 -0.78746
C -0.80256 -2.22334 5.96935
C -1.40465 2.87258 0.87224
C 2.90186 -1.18215 -0.13287
C -4.35415 0.34630 -1.15485
C 2.42931 0.15823 0.44427
C 3.03633 1.37629 -0.27324
C -3.87344 2.32184 0.40581
C 0.12108 3.73261 -4.65486
C -5.22523 0.95360 -2.26770
C 1.23290 -6.72213 -0.52231
C 0.93333 2.91113 1.72193
C 0.71694 -2.32952 6.03829
C 1.42120 -0.99833 5.75534
C 2.99097 -4.62940 -1.73935
C -2.84000 3.39113 0.92184
C -3.49027 -0.24808 -3.37238
C -3.60313 -0.74290 -1.94159
C -0.29263 1.24013 -4.28117
C -3.28293 1.27238 -0.54183
C 3.45214 -5.65953 -0.71701
C 2.00606 3.48468 0.79421
C -0.39365 3.71166 1.66662
C 3.24972 2.59633 0.64554
H -0.90967 0.40154 -4.59384
H 1.74837 -3.37738 2.01840
H -0.73025 3.85909 2.68960
H 0.70962 1.90470 1.38181
H 1.56218 3.61261 -0.19195
H -2.59238 0.61629 -0.03015
H 3.36614 -5.23099 0.28364
H -3.14779 3.61753 1.94095
H 0.96162 -2.78176 0.57746
H -0.21930 4.60492 -5.21354
H 3.60219 -3.73013 -1.66645
H 4.50895 -5.87959 -0.88107
H 1.16892 3.56033 -4.90451
H 1.31437 2.81035 2.73793
H 0.75129 0.99927 -4.50018
H -1.08859 2.85705 -0.16620
H 1.11617 -0.24160 6.47937
H -2.79038 1.80326 -1.35939
H 3.86591 -1.08666 -0.62588
H 4.02802 3.22350 0.20945
H 3.59943 2.29947 1.63633
H 2.42399 1.72152 -1.10698
H -0.66181 2.33582 -6.08713
H 1.34715 0.19339 0.34964
H 3.03026 -7.67792 -0.04892
H 2.30764 4.44486 1.21497
H 2.75663 -7.42416 -1.77337
H 4.01934 1.11819 -0.67545
H -6.16512 0.39183 -2.27496
H -4.23888 -1.62716 -1.82379
H -5.47875 2.00796 -2.19257
H 2.20915 -1.50173 -0.92405
H -4.65870 2.84891 -0.13272
H -4.29974 1.80349 1.26409
H -1.17717 -1.48466 6.68100
H -5.19615 0.48775 -4.21347
H 2.50225 -1.11830 5.82855
H -1.13865 -1.93805 4.97128
H -1.26214 -3.18319 6.20551
H -1.39378 1.87825 1.31157
H 1.00799 -2.67661 7.03144
H -0.24008 4.65070 1.13667
H -2.99937 4.27757 0.30962
H -4.95469 -0.05713 -0.34444
H -1.77505 2.70945 -4.78089
H -2.66784 -1.09450 -1.51396
H 1.21070 -1.72953 1.98800
H 1.95449 -4.33307 -1.56962
H -0.40138 1.34023 -3.19834
H 2.69119 0.21015 1.49609
H 1.05653 -3.08211 5.32365
H 3.07442 -5.01855 -2.75689
```

Atom charges from the Löwdin analysis, given in e for atoms 1 to 5: -0.194, 0.104, 0.190, 0.068, 0.178

=====

Record 4
C28H53GaO2PSe2Si2 | ωB97M-V/def2-TZVPD

## Properties
Charge   +1
Strongest force on any atom   0.052 Eh/bohr
Calculated total energy   -242099.5926 eV
ΔE to the lowest compared entry with this formula, charge and spin   0.0 kcal per mole
HOMO energy   -0.4207 Eh

The geometry in XYZ format:
```
89
C28H53GaO2PSe2Si2 ωB97M-V/def2-TZVPD
Se 0.42976 -0.02850 1.20667
Se 2.27971 2.57894 0.53173
Ga 2.08598 0.45486 -0.80954
P 1.46570 1.54784 2.36368
Si 3.26301 -2.43712 -1.11903
Si -4.12542 1.39842 0.07084
O -3.90739 -3.07808 -4.32067
O 1.36606 -0.25413 -4.19582
C 3.36381 -0.62254 -1.75769
C 0.58058 0.93580 -4.41335
C 4.94768 -0.23302 3.50811
C -3.13204 2.43001 1.32441
C 4.85118 -0.32401 4.90084
C -1.20053 3.04887 5.20178
C -2.52155 -4.83624 -3.41094
C 3.67898 -3.36118 -2.70907
C 4.41083 -2.64254 0.34408
C 2.70243 0.81307 4.82722
C 0.47896 -1.38877 -3.98027
C 3.94799 0.41424 2.78211
C -5.67175 2.21757 -0.64608
C -0.46978 -1.78201 -5.11344
C 3.74000 0.21338 5.55322
C -4.96415 -2.14959 -4.16695
C 1.32063 2.02805 -5.15830
C -0.61622 2.17527 4.27652
C 0.48933 2.60547 3.50442
C -2.85360 1.08120 -1.26928
C -4.22240 -0.35967 0.80408
C -0.68427 4.33034 5.40427
C -5.58507 -1.84297 -5.52345
C 1.01569 3.89347 3.73076
C 2.79810 0.89085 3.42014
C 0.42945 4.74393 4.67019
C -3.61132 -3.81194 -3.15476
C 1.59738 -3.07580 -0.57304
H -5.37925 3.16403 -1.14107
H -0.52001 -2.87013 -5.20001
H 4.05173 0.58915 1.70886
H -5.13823 -0.57311 1.38300
H 5.64256 -0.80742 5.47548
H -4.84399 -1.43308 -6.22234
H 3.70783 0.15549 6.64628
H 4.95763 -3.59058 0.24353
H -0.16613 -1.34855 -6.07034
H -1.50140 -1.47205 -4.90937
H 0.24298 1.35539 -3.44114
H 4.05985 -2.64280 -3.45590
H 1.83846 1.23097 5.34838
H 1.74255 -4.05960 -0.10404
H -4.51284 -4.35740 -2.82444
H 5.14677 -1.83036 0.41733
H 1.09917 -2.43065 0.15560
H -6.17588 1.57654 -1.39545
H -2.10966 2.53148 0.91129
H -5.98915 -2.77330 -5.94125
H -2.63338 1.91652 -1.93694
H -3.29324 -3.13832 -2.33691
H 0.91729 -3.21374 -1.41799
H -1.53850 -4.38364 -3.59600
H 0.52085 2.66455 -5.52736
H 1.87784 4.23308 3.14798
H 0.83308 5.74250 4.83395
H -0.29123 0.63115 -5.03946
H 1.94762 1.72608 -5.99407
H -6.40388 -1.12052 -5.42361
H -5.74185 -2.54819 -3.49440
H -3.07559 0.23128 -1.91450
H 1.88248 2.65914 -4.47989
H -4.57776 -1.20773 -3.72861
H -4.18602 -1.09276 -0.02572
H -3.33562 -0.51555 1.45508
H -1.98944 0.85289 -0.64491
H -3.57094 3.42777 1.47693
H 1.16253 -2.19929 -3.72548
H -1.02216 1.17041 4.13552
H 5.81514 -0.66067 3.00822
H -2.06965 2.71344 5.77136
H -1.13512 5.00133 6.13862
H 3.20900 -0.54696 -2.84338
H 4.44121 -4.13212 -2.51706
H -0.13712 -1.20362 -3.08945
H -2.43571 -5.46013 -2.51871
H -6.41789 2.47671 0.12754
H -3.04503 1.93921 2.30914
H 4.38791 -0.29762 -1.53522
H 2.77119 -3.84277 -3.10799
H -2.79376 -5.47588 -4.25647
H 3.84183 -2.66629 1.28380
```

Atom charges from the Löwdin analysis, given in e for atoms 1 to 5: 0.361, 0.378, 0.390, 0.364, 0.433